Molecular formula: C25H40Cl2O21
Method: DFT, ωB97M-V/def2-TZVPD

Geometry as ORCA input:
```
! RIJCOSX wB97M-V def2-TZVPD def2/J DEFGRID3
* xyz 0 1
C -2.6629 21.5029 -8.2341
C -3.7432 22.5479 -8.3243
O -3.3496 23.8336 -7.8237
C -2.6511 24.6467 -8.6577
O -2.3437 24.4184 -9.7827
O -2.3184 25.7527 -8.0127
C -2.6798 26.1104 -6.6679
H -2.0821 21.7958 -7.3525
H -1.9661 21.4320 -9.0651
H -3.0971 20.5217 -8.0384
H -4.6715 22.3102 -7.8054
H -4.0654 22.7111 -9.3592
H -3.5726 25.5945 -6.3055
H -3.0085 27.1393 -6.7704
H -1.8648 25.7862 -6.0304
C -7.1422 15.9674 -10.9912
C -6.3374 14.8120 -11.5967
O -6.0760 13.8932 -10.5510
C -4.8342 13.4695 -10.3769
O -3.8533 13.7887 -10.9975
O -4.8241 12.6485 -9.3404
C -3.5864 12.3186 -8.7385
H -7.1252 16.8798 -11.5970
H -6.8068 16.3307 -10.0203
H -8.2086 15.7399 -10.9127
H -5.4694 15.3642 -11.9577
H -6.9472 14.3917 -12.3913
H -2.7555 12.7279 -9.3132
H -3.4510 11.2386 -8.7840
H -3.4932 12.6534 -7.7083
O -13.1879 17.8119 -10.2674
C -12.5004 18.7605 -10.4194
O -11.9433 19.1839 -11.5494
C -11.2381 20.3793 -11.2973
C -11.5706 20.7350 -9.8256
O -12.2149 19.5682 -9.3541
H -10.1597 20.1960 -11.3231
H -11.3878 21.1843 -12.0133
H -12.2239 21.6112 -9.8705
H -10.6564 21.0753 -9.3437
O 1.0005 16.8960 -6.8865
C -0.1775 17.0687 -6.8318
O -0.8680 17.4611 -5.6895
C -2.2765 17.4287 -5.9152
C -2.3604 16.8258 -7.3190
O -1.0206 16.7957 -7.8118
H -2.6830 16.7574 -5.1672
H -2.6839 18.4277 -6.0860
H -3.1085 17.3029 -7.9436
H -2.6235 15.7652 -7.2554
O -7.2442 22.9223 -10.1796
C -8.1107 23.5302 -9.6512
O -8.3342 24.8608 -9.7680
C -9.6207 25.1945 -9.2249
C -9.9288 23.9865 -8.3722
O -9.1255 22.9606 -8.9315
H -9.4603 26.1023 -8.6427
H -10.2629 25.4551 -10.0685
H -10.9851 23.7371 -8.4548
H -9.7055 24.2781 -7.3462
O -13.1771 20.6979 -5.7158
C -12.0230 20.5296 -5.8588
O -11.3959 19.3382 -5.8413
C -10.0206 19.4653 -6.2196
C -9.8091 20.9506 -5.9311
O -11.0940 21.5111 -5.9720
H -9.2863 18.8359 -5.7230
H -10.0098 19.1986 -7.2764
H -9.1181 21.4201 -6.6329
H -9.3718 21.0910 -4.9390
O -4.6535 20.6876 -11.6300
C -4.1704 20.1470 -12.5780
O -3.1784 20.6480 -13.3074
C -2.7100 19.6595 -14.2031
C -3.8598 18.6503 -14.2450
O -4.5308 18.8955 -13.0134
H -2.5114 20.1084 -15.1803
H -1.7335 19.2256 -13.9684
H -3.4210 17.6555 -14.2317
H -4.4607 18.8861 -15.1236
Cl -8.7162 18.4468 -9.4440
C -7.4489 19.6792 -9.8396
C -6.5198 19.9546 -8.7164
Cl -5.5643 18.5070 -8.3094
H -8.0105 20.5199 -10.2300
H -6.7973 19.2661 -10.6100
H -6.9085 20.5157 -7.8690
H -5.8148 20.6351 -9.2076
*
```

## Properties
**ΔE to the lowest compared entry with this formula, charge and spin**: 0.0 kJ/mol
**SMILES**: CCOC(=O)OC.CCOC(=O)OC.O=C1OCCO1.O=C1OCCO1.O=C1OCCO1.O=C1OCCO1.O=C1OCCO1.ClCCCl
**LUMO energy**: -0.068 eV
**Electronic energy**: -3477.035550 hartree

---

Molecular formula: C25H40F4N3O9PS3
Method: DFT, ωB97M-V/def2-TZVPD

Geometry as ORCA input:
```
! RIJCOSX wB97M-V def2-TZVPD def2/J DEFGRID3
* xyz 0 1
C 3.6263 4.3017 -3.1434
C 2.2178 5.0825 -3.0376
C 2.2898 6.6472 -2.9049
C 1.0276 7.5425 -2.7896
C -0.3485 6.8098 -2.7623
C -0.4160 5.2424 -2.8729
C 0.8239 4.3399 -3.0343
C 0.8827 2.7582 -3.1519
C -0.4406 2.0125 -3.6266
C 0.0769 1.0217 -4.8141
F 1.1320 0.1507 -4.3476
F -0.9678 0.1183 -5.2432
C 0.5147 1.8274 -6.1501
F 1.9378 1.7327 -6.3268
F -0.0508 1.1528 -7.2905
O -1.5113 2.7163 -4.3037
S -2.9807 2.5171 -3.4565
O -3.7731 3.7779 -3.2642
O -3.9760 1.5448 -4.0116
O -2.1982 2.1116 -1.9961
C -1.2337 1.1240 -2.5189
S -0.2806 0.0716 -1.3430
C 0.3046 1.0368 0.1288
C 0.8563 -0.0647 1.1910
O -0.0342 -0.6104 1.9056
O 2.2233 -0.3784 1.3580
C 2.8823 -0.6578 0.0953
C 4.0804 -1.7386 0.2124
C 4.6687 -1.9349 -1.2683
O 5.0616 -1.4208 1.2293
C 5.5263 -0.0725 1.1448
O 4.9858 0.7625 1.9292
C 6.6995 0.4586 0.1936
S 5.9195 1.4302 -1.2173
H 3.7437 3.7394 -4.1284
H 4.4986 4.9955 -2.8857
H 3.5974 3.5158 -2.2904
H 3.3072 7.1769 -2.9202
H 1.0271 8.6836 -2.7220
H -1.3391 7.3805 -2.6748
H -1.4508 4.7755 -2.8260
H 1.2018 2.3615 -2.1116
H 1.7807 2.5073 -3.8385
H 0.2571 2.9361 -6.1326
H -1.9639 0.3521 -2.9848
H 1.1866 1.7386 -0.0628
H -0.5273 1.6914 0.5922
H 3.2802 0.3326 -0.3604
H 2.1710 -1.0848 -0.7141
H 3.5581 -2.7331 0.4883
H 5.6904 -1.4645 -1.4502
H 3.9328 -1.4641 -2.0284
H 4.7558 -3.0407 -1.5916
H 7.5004 1.0616 0.7344
H 7.2025 -0.4841 -0.2522
H 5.7020 0.5874 -2.2975
O -2.3326 -5.6229 4.8350
P -2.8237 -4.5205 3.8743
N -2.2926 -3.2795 4.9390
C -2.9340 -2.0455 5.3354
C -0.8372 -3.1230 5.0144
N -4.4921 -4.9466 4.1354
C -5.3063 -4.3197 5.1689
C -4.7278 -6.3957 4.2446
N -3.3579 -3.3141 2.6992
C -2.2925 -2.6966 1.9148
C -4.6248 -2.6355 2.5513
H -2.8065 -1.2475 4.5935
H -2.5156 -1.6816 6.2798
H -3.9930 -2.1558 5.5439
H -0.4434 -2.6367 4.1154
H -0.3421 -4.0909 5.1181
H -0.5316 -2.5301 5.8825
H -4.8324 -4.3861 6.1573
H -6.2928 -4.7919 5.2384
H -5.5358 -3.2790 4.9434
H -4.4852 -6.7745 5.2445
H -4.1271 -6.9464 3.5173
H -5.7765 -6.6366 4.0411
H -1.9619 -1.7556 2.3629
H -2.6077 -2.4983 0.8857
H -1.4280 -3.3633 1.8490
H -4.7979 -1.8971 3.3403
H -5.4662 -3.3272 2.5124
H -4.6735 -2.0801 1.6069
*
```

## Properties
**LUMO energy**: -0.735 eV
**Electronic energy**: -3752.910355 hartree

---

Molecular formula: C25H40FLaN2O4PS
Method: DFT, ωB97M-V/def2-TZVPD

Geometry as ORCA input:
```
! RIJCOSX wB97M-V def2-TZVPD def2/J DEFGRID3
* xyz 3 1
C 9.9427 -2.7470 -0.1363
C 8.5320 -1.9537 -0.3560
C 7.8917 -1.5341 1.0942
C 7.7833 0.0967 1.2782
C 6.5103 0.4987 2.1641
C 5.1137 0.1636 1.4423
C 5.0277 1.0499 0.1035
C 3.7938 2.1106 0.3076
C 2.5548 1.5336 -0.5302
C 1.2543 2.4604 -0.2087
C 0.0055 1.7581 -0.9964
C -1.1299 1.4015 0.0854
C -0.9523 -0.1026 0.6723
C -2.3328 -0.5826 1.3760
C -3.4150 -0.8269 0.2113
C -4.6413 0.1570 -0.0477
C -4.7414 1.3930 0.9708
C -5.2803 0.8677 2.3954
C -6.8684 0.9791 2.5673
F -7.1612 0.8074 3.9678
C -5.6765 -0.0764 -1.2132
P -7.0941 1.1151 -1.5314
O -6.6853 2.5995 -1.4280
O -7.8157 0.9401 -3.0786
O -8.3362 0.6999 -0.4200
C -5.4351 -1.3733 -2.0715
C -6.4021 -1.8288 -3.2790
C -7.8685 -2.1505 -2.6671
O -8.0697 -3.0285 -1.7969
C -4.2063 -2.3510 -1.8135
N -3.8821 -3.5455 -2.5511
S -2.4917 -4.1855 -1.7655
N -2.1102 -3.0753 -0.4973
C -3.1718 -2.1209 -0.6622
H 10.7713 -2.1235 -0.6511
H 10.1565 -2.9048 0.9785
H 9.8630 -3.7503 -0.6825
H 7.7691 -2.5833 -0.9189
H 8.7376 -1.0132 -1.0189
H 8.5164 -1.9069 1.9848
H 6.8643 -2.0458 1.2023
H 7.7304 0.5278 0.1941
H 8.7481 0.5416 1.7626
H 6.5374 1.6407 2.3178
H 6.5582 0.0571 3.2308
H 4.2684 0.3982 2.1906
H 4.9841 -0.9596 1.2003
H 4.7956 0.4289 -0.8333
H 5.9543 1.6848 -0.1157
H 4.1063 3.1104 -0.1665
H 3.5641 2.2942 1.4083
H 2.7217 1.5849 -1.6716
H 2.2589 0.4724 -0.1863
H 1.1147 2.4082 0.9322
H 1.4254 3.5409 -0.5231
H 0.3579 0.7736 -1.4809
H -0.3205 2.4859 -1.8089
H -1.0154 2.1010 0.9789
H -2.1426 1.5604 -0.4176
H -0.1412 -0.1157 1.4891
H -0.6019 -0.8451 -0.1326
H -2.6792 0.1650 2.1604
H -2.0969 -1.5578 1.9508
H -3.6549 1.7466 1.1410
H -5.2992 2.2912 0.5480
H -4.8045 1.5330 3.2094
H -4.8875 -0.1964 2.6015
H -7.2495 1.9832 2.1738
H -7.3308 0.0977 1.9844
H -7.0528 1.0591 -3.7025
H -9.1773 0.8070 -0.9425
H -6.4223 -0.9494 -4.0080
H -5.9625 -2.7198 -3.8599
H -8.7460 -1.4971 -3.0385
La 9.1393 0.7254 -1.0658
*
```

## Properties
**LUMO energy**: -12.263 eV
**Electronic energy**: -2256.540901 hartree

---

The lowest electronic energy belongs to which entry? C25H40F4N3O9PS3

---

Copy entry 2 word for word.
Molecular formula: C25H40F4N3O9PS3
Method: DFT, ωB97M-V/def2-TZVPD

Geometry as ORCA input:
```
! RIJCOSX wB97M-V def2-TZVPD def2/J DEFGRID3
* xyz 0 1
C 3.6263 4.3017 -3.1434
C 2.2178 5.0825 -3.0376
C 2.2898 6.6472 -2.9049
C 1.0276 7.5425 -2.7896
C -0.3485 6.8098 -2.7623
C -0.4160 5.2424 -2.8729
C 0.8239 4.3399 -3.0343
C 0.8827 2.7582 -3.1519
C -0.4406 2.0125 -3.6266
C 0.0769 1.0217 -4.8141
F 1.1320 0.1507 -4.3476
F -0.9678 0.1183 -5.2432
C 0.5147 1.8274 -6.1501
F 1.9378 1.7327 -6.3268
F -0.0508 1.1528 -7.2905
O -1.5113 2.7163 -4.3037
S -2.9807 2.5171 -3.4565
O -3.7731 3.7779 -3.2642
O -3.9760 1.5448 -4.0116
O -2.1982 2.1116 -1.9961
C -1.2337 1.1240 -2.5189
S -0.2806 0.0716 -1.3430
C 0.3046 1.0368 0.1288
C 0.8563 -0.0647 1.1910
O -0.0342 -0.6104 1.9056
O 2.2233 -0.3784 1.3580
C 2.8823 -0.6578 0.0953
C 4.0804 -1.7386 0.2124
C 4.6687 -1.9349 -1.2683
O 5.0616 -1.4208 1.2293
C 5.5263 -0.0725 1.1448
O 4.9858 0.7625 1.9292
C 6.6995 0.4586 0.1936
S 5.9195 1.4302 -1.2173
H 3.7437 3.7394 -4.1284
H 4.4986 4.9955 -2.8857
H 3.5974 3.5158 -2.2904
H 3.3072 7.1769 -2.9202
H 1.0271 8.6836 -2.7220
H -1.3391 7.3805 -2.6748
H -1.4508 4.7755 -2.8260
H 1.2018 2.3615 -2.1116
H 1.7807 2.5073 -3.8385
H 0.2571 2.9361 -6.1326
H -1.9639 0.3521 -2.9848
H 1.1866 1.7386 -0.0628
H -0.5273 1.6914 0.5922
H 3.2802 0.3326 -0.3604
H 2.1710 -1.0848 -0.7141
H 3.5581 -2.7331 0.4883
H 5.6904 -1.4645 -1.4502
H 3.9328 -1.4641 -2.0284
H 4.7558 -3.0407 -1.5916
H 7.5004 1.0616 0.7344
H 7.2025 -0.4841 -0.2522
H 5.7020 0.5874 -2.2975
O -2.3326 -5.6229 4.8350
P -2.8237 -4.5205 3.8743
N -2.2926 -3.2795 4.9390
C -2.9340 -2.0455 5.3354
C -0.8372 -3.1230 5.0144
N -4.4921 -4.9466 4.1354
C -5.3063 -4.3197 5.1689
C -4.7278 -6.3957 4.2446
N -3.3579 -3.3141 2.6992
C -2.2925 -2.6966 1.9148
C -4.6248 -2.6355 2.5513
H -2.8065 -1.2475 4.5935
H -2.5156 -1.6816 6.2798
H -3.9930 -2.1558 5.5439
H -0.4434 -2.6367 4.1154
H -0.3421 -4.0909 5.1181
H -0.5316 -2.5301 5.8825
H -4.8324 -4.3861 6.1573
H -6.2928 -4.7919 5.2384
H -5.5358 -3.2790 4.9434
H -4.4852 -6.7745 5.2445
H -4.1271 -6.9464 3.5173
H -5.7765 -6.6366 4.0411
H -1.9619 -1.7556 2.3629
H -2.6077 -2.4983 0.8857
H -1.4280 -3.3633 1.8490
H -4.7979 -1.8971 3.3403
H -5.4662 -3.3272 2.5124
H -4.6735 -2.0801 1.6069
*
```

## Properties
**LUMO energy**: -0.735 eV
**Electronic energy**: -3752.910355 hartree

---

Among the records above, which one has the lowest LUMO energy? C25H40FLaN2O4PS

---

What is the LUMO energy in the second record? -0.735 eV